# 1
Computed, not measured: C30H27CoN3O4P as an isolated structure in a non-equilibrium geometry, with wB97M-V/def2-TZVPD.

```
66
Properties=species:S:1:pos:R:3:lowdin_charge:R:1
Co 1.482 -0.638 -0.730 0.72
O 2.412 5.939 -1.909 -0.03
C 1.721 5.168 -2.832 -0.21
C 1.715 3.735 -2.410 -0.12
C 1.069 2.756 -3.165 0.04
C 1.041 1.456 -2.699 -0.06
N 1.615 1.090 -1.551 0.02
C 2.251 2.023 -0.808 -0.15
C 2.318 3.346 -1.213 0.10
C 2.843 1.487 0.420 -0.14
C 3.574 2.230 1.337 0.10
C 4.134 1.605 2.451 -0.12
C 4.831 2.423 3.505 -0.21
O 3.962 3.440 3.908 -0.03
C 3.955 0.229 2.574 0.04
C 3.184 -0.443 1.642 -0.06
N 2.620 0.162 0.592 0.02
H 2.388 6.876 -2.145 0.12
H 2.162 5.247 -3.842 0.15
H 0.672 5.502 -2.934 0.15
H 0.586 3.000 -4.099 0.14
H 0.563 0.672 -3.267 0.12
H 2.819 4.096 -0.622 0.13
H 3.704 3.291 1.204 0.14
H 5.756 2.854 3.079 0.15
H 5.141 1.790 4.350 0.14
H 4.344 3.960 4.633 0.12
H 4.392 -0.317 3.395 0.13
H 3.006 -1.505 1.756 0.12
O 0.731 -1.758 -1.812 -0.01
N 1.073 -2.395 -0.742 0.03
O -0.473 -0.247 0.123 -0.32
P -1.640 -1.199 0.075 0.86
C -2.329 -1.459 -1.584 -0.29
C -2.813 -2.696 -2.001 -0.09
C -3.276 -2.840 -3.298 -0.03
C -3.275 -1.750 -4.158 -0.02
C -2.818 -0.511 -3.731 -0.03
C -2.354 -0.358 -2.436 -0.07
C -0.985 -2.847 0.581 -0.11
C -1.423 -3.513 1.695 0.02
C -0.801 -4.689 2.135 0.12
C 0.312 -5.215 1.457 0.03
C 0.798 -4.591 0.346 0.11
C 0.130 -3.403 -0.232 -0.24
C -2.931 -0.625 1.206 -0.29
C -2.659 0.479 2.006 -0.06
C -3.649 0.959 2.848 -0.03
C -4.902 0.359 2.864 -0.02
C -5.166 -0.745 2.064 -0.04
C -4.187 -1.232 1.214 -0.08
H -2.825 -3.539 -1.324 0.11
H -3.639 -3.800 -3.633 0.13
H -3.652 -1.867 -5.163 0.13
H -2.837 0.334 -4.403 0.12
H -1.998 0.596 -2.071 0.11
H -2.263 -3.107 2.241 0.13
H -1.166 -5.174 3.029 0.16
H 0.788 -6.112 1.831 0.15
H 1.662 -4.967 -0.184 0.15
H -0.342 -3.795 -1.165 0.21
H -1.686 0.945 1.969 0.11
H -3.443 1.799 3.496 0.12
H -5.684 0.764 3.490 0.13
H -6.137 -1.214 2.089 0.12
H -4.402 -2.064 0.559 0.11
```

The charge is +3. As for the spin multiplicity: 2. As for the expectation value of S²: 0.79. The HOMO energy (spin up / spin down) comes out at -16.9 / -16.9 eV. As for the total energy: -3347.66970 Ha.

***

# 2
Computed, not measured: C22H23F6N6O4PdS3 as an isolated structure in a non-equilibrium geometry, with wB97M-V/def2-TZVPD.

```
65
Properties=species:S:1:pos:R:3:lowdin_charge:R:1
Pd -0.281 0.431 -0.183 1.07
C 1.585 -1.651 -2.199 -0.01
C 2.054 -0.241 -2.248 -0.25
C 2.910 0.177 -3.269 0.05
C 3.320 1.489 -3.336 0.04
C 2.891 2.384 -2.362 0.05
C 2.061 1.929 -1.373 -0.21
N 1.659 0.649 -1.324 0.10
C 1.505 2.781 -0.351 -0.19
C 2.110 3.939 0.086 0.06
C 1.490 4.699 1.061 0.05
C 0.258 4.301 1.549 0.06
C -0.305 3.134 1.081 -0.18
N 0.330 2.375 0.164 0.05
C -1.577 2.636 1.545 -0.21
C -2.611 3.432 1.962 0.05
C -3.797 2.820 2.363 0.04
C -3.878 1.447 2.391 0.05
C -2.793 0.668 1.974 -0.26
C -2.839 -0.821 2.091 0.01
N -1.707 1.304 1.536 0.10
H 2.354 -2.323 -2.575 0.12
H 0.712 -1.757 -2.839 0.08
H 1.314 -1.938 -1.190 0.05
H 3.230 -0.549 -4.006 0.15
H 3.965 1.822 -4.139 0.14
H 3.178 3.427 -2.399 0.14
H 3.067 4.233 -0.322 0.14
H 1.965 5.594 1.442 0.15
H -0.257 4.881 2.303 0.15
H -2.510 4.509 1.939 0.14
H -4.645 3.422 2.660 0.14
H -4.764 0.939 2.749 0.15
H -3.272 -1.096 3.050 0.11
H -1.849 -1.255 1.997 0.05
H -3.477 -1.232 1.313 0.08
C 3.692 -2.766 3.064 0.01
N 2.762 -1.662 2.699 0.00
C 1.683 -1.680 1.946 -0.63
S 1.017 -0.021 1.758 0.91
N 1.101 -2.731 1.428 0.03
C 1.378 -4.163 1.689 0.01
H 4.686 -2.338 3.147 0.11
H 3.704 -3.527 2.296 0.08
H 3.424 -3.204 4.022 0.11
H 2.999 -0.764 3.095 0.13
H 0.284 -2.546 0.863 0.06
H 1.670 -4.321 2.721 0.10
H 2.145 -4.549 1.022 0.11
H 0.456 -4.706 1.507 0.10
F -3.466 2.154 -3.245 0.20
C -3.270 0.887 -3.543 -0.69
F -2.785 0.745 -4.749 0.21
F -4.355 0.176 -3.361 0.21
S -1.998 0.290 -2.322 0.66
O -2.513 0.594 -0.971 -0.35
O -0.757 1.020 -2.561 -0.29
N -1.771 -1.249 -2.515 -0.27
S -1.977 -2.082 -1.199 0.74
O -0.851 -1.665 -0.224 -0.48
O -3.276 -2.161 -0.631 -0.20
C -1.446 -3.792 -1.710 -0.68
F -1.137 -4.409 -0.572 0.17
F -0.373 -3.704 -2.475 0.17
F -2.423 -4.383 -2.320 0.24
```

The charge is +3. As for the spin multiplicity: 1. The HOMO energy (spin up / spin down) comes out at -17.7 / -17.7 eV. As for the total energy: -3402.21882 Ha.

***

# 3
Computed, not measured: C10H16N2PPtSe as an isolated structure in a non-equilibrium geometry, with wB97M-V/def2-TZVPD.

```
31
Properties=species:S:1:pos:R:3:lowdin_charge:R:1
C 0.299 0.440 -3.280 -0.35
C -0.098 -0.260 -4.374 -0.18
C -0.536 -1.589 -4.361 -0.10
C -0.500 -2.499 -3.305 -0.18
C -0.140 -2.248 -2.039 -0.34
Pt -0.252 -0.384 -1.656 0.80
P -0.184 1.760 -0.823 0.69
H 0.737 1.455 -3.386 0.03
H -0.037 0.246 -5.334 0.12
H -0.826 -1.991 -5.331 0.12
H -0.024 -3.060 -1.286 0.05
H -0.749 -3.541 -3.544 0.13
H -1.340 2.273 -0.161 -0.07
H 0.032 2.740 -1.826 -0.07
H 0.963 1.945 0.005 -0.05
C -2.173 1.117 2.449 -0.05
N -0.766 0.834 2.656 -0.19
C 0.070 1.437 3.583 -0.03
C 1.289 0.832 3.467 -0.03
N 1.171 -0.129 2.470 -0.16
C 2.228 -1.045 2.084 -0.02
C -0.090 -0.108 1.946 -0.71
Se -0.899 -1.170 0.643 0.87
H -2.774 0.223 2.654 0.09
H -2.360 1.429 1.416 0.05
H -2.459 1.917 3.136 0.10
H -0.275 2.222 4.228 0.12
H 2.206 0.993 4.000 0.12
H 3.086 -0.493 1.680 0.10
H 2.565 -1.611 2.962 0.10
H 1.835 -1.732 1.327 0.07
```

The charge is +1. The energy above the lowest of the compared OMol25 structures with the same formula, charge and spin comes out at 0.7297 eV. As for the spin multiplicity: 5. As for the expectation value of S²: 6.03. The HOMO energy (spin up / spin down) comes out at -7.4 / -11.7 eV. As for the total energy: -3361.72574 Ha.